[1]
49
Properties=species:S:1:pos:R:3:forces:R:3 method="wB97M-V/def2-TZVPD" smiles="COc1ccc(OC)c(N(CC(=O)O)S(=O)(=O)c2ccc(OC)c(OC)c2)c1" e_above_lowest_kcal_mol=0.00 gap_ev=8.8
C -0.148693 4.537129 -3.736252 -0.1576 0.0981 0.0330
O 1.054878 3.869209 -4.046541 0.2162 -0.0951 -0.0955
C 1.436279 2.835070 -3.256001 0.1946 -0.2270 0.1155
C 2.587612 2.150462 -3.636900 -0.2581 0.2051 0.0166
C 3.047249 1.078021 -2.897129 0.0312 -0.1456 0.1556
C 2.361979 0.653463 -1.768800 -0.2469 0.1017 0.1692
O 2.733442 -0.419047 -0.983609 -0.3655 0.3438 -0.0743
C 3.843901 -1.192154 -1.380980 0.2294 -0.1753 -0.0395
C 1.210433 1.346364 -1.371238 0.4080 -0.0247 -0.4715
N 0.476085 0.893346 -0.251021 -0.8717 0.0235 -0.1296
C 1.012539 1.095817 1.081438 0.0125 -0.0198 0.5368
C 0.963073 -0.208607 1.885659 0.0732 0.4222 0.0889
O 0.662944 -0.258171 3.044994 0.1177 -0.0302 0.0719
O 1.302667 -1.286587 1.188875 0.3195 -0.4711 -0.1468
S -1.208117 1.151623 -0.319470 -0.0109 -0.4378 0.0807
O -1.516984 2.481477 0.130788 0.0332 -0.0734 0.3130
O -1.619975 0.773998 -1.637762 0.0552 -0.2359 0.0151
C -1.758586 -0.033821 0.879256 0.1108 0.6045 -0.2969
C -2.248777 0.378271 2.094760 -0.0177 0.1417 -0.1064
C -2.595634 -0.576448 3.039873 -0.0646 -0.1673 0.0212
C -2.444034 -1.927197 2.764928 0.0167 -0.0728 -0.0927
O -2.731514 -2.930863 3.621032 0.1516 0.0656 -0.4216
C -3.116056 -2.604441 4.936601 -0.0844 0.0669 0.2487
C -1.955665 -2.338325 1.496279 0.0088 0.1797 -0.0467
O -1.850661 -3.674295 1.313551 -0.1280 0.1528 0.2812
C -1.239425 -4.133807 0.130707 0.0904 -0.0691 -0.1813
C -1.618937 -1.377289 0.561526 -0.1313 -0.4716 0.0466
C 0.766034 2.434718 -2.104616 0.1724 0.2168 -0.2637
H -0.292018 5.264591 -4.533737 -0.0441 -0.0399 0.0966
H -0.081467 5.058295 -2.776521 -0.0049 -0.0208 -0.0167
H -0.994901 3.844706 -3.712858 0.0162 0.0168 -0.0034
H 3.112498 2.469024 -4.522634 0.0653 0.0412 -0.1115
H 3.938668 0.566727 -3.222581 0.0850 -0.0681 -0.0103
H 3.926427 -1.986925 -0.641143 0.0475 0.0267 -0.0719
H 4.763483 -0.600118 -1.378874 -0.0551 -0.0078 -0.0010
H 3.691701 -1.629204 -2.371889 -0.0088 0.0336 0.0323
H 2.056741 1.416931 1.017010 -0.1315 -0.0238 -0.0642
H 0.442586 1.869400 1.607661 0.2197 -0.1174 0.0902
H 1.599831 -1.031995 0.286892 -0.1073 0.0090 0.2578
H -2.347513 1.431640 2.297824 -0.0035 0.1245 0.1023
H -2.965574 -0.251479 3.997706 -0.0352 -0.0155 0.1100
H -3.226520 -3.556890 5.452333 -0.0051 0.1008 -0.0032
H -2.350283 -2.004961 5.437279 -0.0264 -0.0144 -0.0273
H -4.071509 -2.070369 4.955787 0.0503 -0.0121 -0.0131
H -1.208789 -5.218406 0.221170 0.0209 0.0818 -0.0612
H -0.220982 -3.744788 0.036595 -0.0307 0.0065 0.0010
H -1.820187 -3.859903 -0.755858 0.0174 0.0032 0.0300
H -1.241081 -1.626699 -0.415563 0.0655 -0.2172 -0.0865
H -0.117166 2.942508 -1.758546 -0.0398 0.1875 -0.0775

[2]
40
Properties=species:S:1:pos:R:3:forces:R:3 method="wB97M-V/def2-TZVPD" total_charge=-1 gap_ev=8.4
N -0.043819 -2.992125 -0.976732 0.2767 0.2828 -0.1952
P 0.155013 -1.445986 -1.083967 -0.6313 -1.9437 -0.0403
C -0.349372 -0.423712 0.422195 0.0397 0.3444 -0.0199
C 0.309644 -0.803477 1.787475 0.3776 0.3672 -0.1289
F 0.710537 -2.095526 1.766574 0.1333 -0.4107 -0.1140
F -0.622441 -0.720197 2.756242 -0.2945 0.0264 0.3063
C 1.494760 0.043031 2.202647 0.4138 0.3799 0.1240
C 1.574252 0.553502 3.498320 0.4118 0.0751 -0.5808
C 2.669379 1.334827 3.858322 -0.2037 -0.0778 -0.0846
C 3.687579 1.612985 2.956992 -0.1847 -0.1835 -0.1403
C 3.623735 1.076017 1.676122 -0.5744 -0.2252 0.2865
C 4.689023 1.337215 0.661504 -0.1656 -0.5170 0.1554
F 5.861767 1.601025 1.228738 0.6427 0.2137 0.3370
F 4.395510 2.362802 -0.132187 -0.2239 0.6523 -0.4137
F 4.870206 0.275368 -0.139277 0.0317 -0.2618 -0.2010
C 2.532196 0.298986 1.307870 -0.2012 -0.0576 0.2921
C -0.262917 1.056023 0.046076 0.5615 -0.4136 -0.5685
O -1.095970 1.681509 1.008138 -0.8354 -0.0467 -0.2119
S -2.487512 0.841195 0.846605 0.2260 0.4535 0.3689
O -3.138770 1.267676 -0.334125 -0.0026 -0.1113 -0.2856
O -3.171113 0.849159 2.081806 0.0326 -0.0188 0.2966
O -1.778570 -0.568091 0.615839 0.1639 -0.1910 -0.4094
H 0.834569 -3.487665 -1.055228 -0.0071 -0.1404 0.2639
H 1.514295 -1.104791 -1.277137 -0.1534 0.6796 0.0136
H -0.643950 -0.859819 -2.086880 0.1687 0.4068 0.2265
H 0.790420 0.344670 4.202526 -0.1521 0.0238 0.1427
H 2.701710 1.738779 4.857081 0.1137 0.0795 0.1274
H 4.522949 2.232560 3.237452 0.1174 0.0629 0.0916
H 2.474659 -0.114884 0.315124 0.1474 -0.0556 -0.1772
H -0.670484 1.129527 -0.964425 -0.3330 0.2714 -0.0303
H 0.715469 1.510208 -0.019182 0.1580 0.0585 0.6205
B -5.048112 -0.727889 -4.238819 -0.4831 0.0447 -0.1403
O -4.780245 -1.637457 -3.079191 0.3008 0.0593 -0.0514
C -3.500686 -1.611531 -2.783052 -0.3421 -0.3313 0.3373
O -2.949755 -2.230325 -1.910012 0.0691 0.2518 -0.0731
C -2.806565 -0.641023 -3.750254 0.0523 0.3973 -0.3306
O -1.625981 -0.368544 -3.740007 0.0427 0.0087 0.0411
O -3.696008 -0.153249 -4.569023 0.1980 -0.1301 0.1505
F -5.918201 0.283084 -3.876753 0.0428 0.0199 0.0326
F -5.537201 -1.443854 -5.317399 0.0658 -0.0435 -0.0176

[3]
62
Properties=species:S:1:pos:R:3:forces:R:3 method="wB97M-V/def2-TZVPD" e_above_lowest_kcal_mol=0.00 gap_ev=4.9
Tl -1.306428 2.282650 0.862930 3.1524 0.2345 1.1823
B 0.800925 0.440677 0.202599 -1.2953 1.1075 0.9690
H 1.654323 -0.349253 0.016009 0.4438 -0.6226 -0.2392
H 0.619666 0.449636 1.382366 0.1611 0.1763 1.0571
H 1.062990 1.524999 -0.167953 0.4379 0.6576 -0.3680
H -0.235120 0.064028 -0.251267 -0.8074 -0.4260 -0.7478
B -1.288683 1.911188 3.771614 1.1284 -0.2827 -2.1566
H -0.920545 0.851942 3.448818 0.2238 -0.5903 -0.0808
H -1.432372 2.064775 4.939719 -0.6573 0.6854 0.6914
H -0.623878 2.773475 3.299406 1.0472 0.6643 0.1001
H -2.418609 2.125285 3.353769 -1.6762 -0.1633 -0.3777
C 1.757246 5.702416 -0.004419 0.1773 -0.2950 -0.7626
C 0.783594 4.578901 0.360835 -1.0479 -0.5420 1.3637
O 1.020341 3.855479 1.332862 0.3397 -0.3953 0.0313
O -0.293483 4.512366 -0.294705 -0.9547 -0.3648 -0.4793
H 1.663925 5.904312 -1.068307 0.0011 0.0704 0.0025
H 2.759381 5.340523 0.210715 -0.0144 0.1235 0.1448
H 1.538401 6.612631 0.546677 -0.1258 -0.1523 0.2007
C 0.209897 -3.261145 0.804039 0.3629 1.6512 -0.5406
C 1.672230 -3.026475 0.425056 -0.6319 -0.8085 0.3458
O 1.645281 -2.815274 -0.963588 0.1711 0.0861 0.4866
C 0.357407 -2.775376 -1.404158 0.7524 -1.2593 -0.3542
O 0.102286 -2.703781 -2.567959 -0.5448 0.5673 0.2744
O -0.500859 -3.003312 -0.406236 -0.2474 0.3286 -0.5999
F 2.351216 -4.158436 0.782212 0.5840 0.0164 -0.5703
H 0.039868 -2.417520 1.473418 -0.9663 -0.6405 0.5274
H -0.041290 -4.279291 1.075890 0.2585 0.1277 0.6510
H 2.104133 -2.179871 0.951730 0.3086 -0.0331 -0.2331
C -3.584533 -3.683778 2.202551 1.2424 0.6766 -0.3078
C -4.559231 -2.722661 2.865483 0.6397 -1.4232 0.8419
O -3.829736 -1.538463 2.963141 -0.6571 0.8827 -0.2556
C -2.761096 -1.534218 2.114589 -0.5448 -0.8551 0.4632
O -2.029071 -0.622082 1.941533 -0.2200 -0.1606 -0.4008
O -2.682584 -2.759071 1.562604 0.4836 0.0239 -1.0257
F -4.761179 -3.180819 4.138743 -0.4121 0.1736 0.0960
H -3.954524 -4.396919 1.472881 -0.2401 0.2106 -0.0531
H -2.933858 -4.186119 2.918488 -0.6150 -0.2546 0.3825
H -5.530810 -2.668340 2.376176 0.0226 0.6209 0.0317
C 3.964110 1.949878 -0.906268 -0.9505 0.0076 0.5023
C 3.746455 0.704704 -1.768437 -0.0064 1.0770 0.1854
O 4.722954 -0.176901 -1.289853 -0.6359 -0.9922 -0.8141
C 5.731469 0.516210 -0.722735 -0.3128 0.9455 0.4452
O 6.839542 0.151085 -0.533996 -0.0378 -0.3705 0.0196
O 5.242254 1.717269 -0.352425 0.8556 0.8674 0.0319
F 4.027395 0.992642 -3.079375 0.2379 -0.0685 -0.2772
H 3.235434 2.079961 -0.101417 0.0231 -0.6878 0.1138
H 3.853150 2.902056 -1.426438 0.7429 -0.2434 -0.5605
H 2.727954 0.334381 -1.753177 0.2519 -0.5669 0.3347
C -3.275015 -2.246875 -2.083016 -0.5431 -0.0134 0.5164
N -3.140972 -0.763118 -2.104425 0.7537 0.0290 -0.7074
O -2.511282 -0.241541 -1.201463 -0.2902 -0.0486 0.3177
O -3.585318 -0.167570 -3.060998 -0.1875 -0.0356 0.0838
H -4.200818 -2.481646 -2.598203 0.0283 -0.0485 0.0078
H -3.294996 -2.505827 -1.027904 0.0215 -0.2160 -0.0790
H -2.427733 -2.731200 -2.562640 0.1843 0.3917 -0.0630
C 0.158450 0.419825 -3.077556 1.3025 -0.4908 -0.0511
N 0.410624 1.788679 -2.597026 -1.3959 1.0208 -0.6358
O -0.512045 2.320053 -2.000957 -0.1687 0.0438 0.1841
O 1.434015 2.367060 -2.883608 0.2008 -0.3870 0.1827
H -0.579545 0.370763 -3.872539 -0.1384 0.4901 0.1140
H -0.153181 -0.146950 -2.208993 -0.0321 -0.0625 -0.0984
H 1.131865 0.113953 -3.454802 -0.1834 -0.4566 -0.0431

[4]
14
Properties=species:S:1:pos:R:3:forces:R:3 method="wB97M-V/def2-TZVPD" smiles=Cc1[nH+]c#cn1C e_above_lowest_kcal_mol=166.70 total_charge=+1 gap_ev="7.8 / 7.8"
C 1.046326 1.250559 0.100811 -1.1002 -0.6083 -1.1494
C -0.207568 0.503506 -0.027446 -4.5699 3.7601 0.8775
N -1.638813 1.204330 -0.102958 4.3356 -3.5421 0.6594
C -2.479711 0.155855 0.051360 1.0978 -0.8726 -0.7767
C -1.794646 -0.968740 -0.023111 -2.2129 0.0064 0.1977
N -0.464534 -0.771488 -0.029251 0.9761 -0.6212 0.2633
C 0.617403 -1.792838 0.046454 0.8811 1.2162 -1.3799
H 1.226505 1.317289 -0.936834 1.2751 0.8131 -1.4438
H 1.844355 0.717396 0.527465 0.8594 -0.8523 0.7321
H 0.980356 2.221064 0.519434 -0.4286 0.8076 0.4527
H -1.844278 2.173085 -0.062338 0.0608 0.8906 0.1545
H 0.205337 -2.772982 0.153453 -0.2237 -0.3560 1.0579
H 1.121560 -1.865926 -0.931598 -0.3309 0.3769 0.1053
H 1.387709 -1.371115 0.714563 -0.6198 -1.0183 0.2496

For reference, energy by record: -1753.322810, -2583.114877, -2270.393257, -303.753302 a.u..
For reference, molar mass by record: 411.43, 502.04, 733.35, 95.12 Da.